Below is a molecular structure, C9H11GdN3O9S in a non-equilibrium geometry, with properties calculated with the ωB97M-V functional and the def2-TZVPD basis.

```
34
Properties=species:S:1:pos:R:3:forces:R:3
Gd -0.02850 -0.35117 -1.06038 0.53 0.82 1.22
O -3.89927 1.44919 3.91905 0.19 0.20 -0.22
C -2.99643 1.20158 2.91646 -0.93 -1.25 1.06
C -2.58697 2.15222 2.01536 -0.02 0.69 -1.59
C -1.74532 1.72661 0.96720 0.20 -0.01 1.00
N -1.25959 0.46489 0.96738 -0.59 1.17 -0.84
C -1.71479 -0.46992 1.78476 -0.64 1.47 1.66
C -2.61687 -0.13150 2.83056 1.43 -0.02 -2.58
C -1.12718 -1.83391 1.56365 -0.52 -2.19 0.17
O -1.66338 -2.78325 2.17609 1.11 1.39 -0.85
O -0.15696 -1.87859 0.70238 -0.76 -0.25 0.97
C -1.16757 2.65658 -0.14875 0.61 0.52 -0.11
O -1.52698 3.84649 -0.20420 0.33 -1.88 0.20
O -0.26157 2.05029 -0.85492 -1.21 0.58 0.45
H -4.26084 2.33248 3.81677 0.00 0.21 0.00
H -3.08218 3.14470 2.01211 0.79 -0.56 -0.07
H -3.10785 -0.93397 3.30218 -0.32 -0.57 1.09
O -1.12976 -0.79356 -4.86481 -0.18 0.26 1.20
S -0.30094 -1.14516 -3.71671 -0.70 -0.23 -4.39
O 0.65416 -2.15193 -4.12925 1.32 -0.46 0.75
O 0.38765 0.10389 -3.18676 0.39 0.15 0.07
O -1.07374 -1.65772 -2.54201 -0.76 -0.15 0.83
N 2.01203 0.50463 0.17479 0.41 -1.40 -0.02
C 3.30551 0.27153 -0.49133 0.74 -0.75 0.66
C 3.49205 -1.15204 -1.14168 -0.71 -0.44 1.24
N 2.20314 -1.82212 -1.46230 0.01 -0.76 0.48
H 1.85334 1.45553 0.41739 -0.04 1.01 -0.24
H 1.91288 -0.00512 1.05416 0.21 -0.20 -0.29
H 4.13914 0.38347 0.26213 -0.55 0.18 -1.00
H 3.41148 0.94899 -1.30861 -0.01 1.00 -0.20
H 4.05747 -1.69739 -0.36230 -0.45 -0.34 -0.52
H 4.13180 -1.14725 -2.02584 -0.07 0.48 0.09
H 2.08745 -2.70740 -0.91344 0.06 1.20 -0.83
H 2.05862 -2.03108 -2.46915 0.12 0.11 0.61
```
Positions in Å, forces in eV/Å.

Calculated values
- ⟨S²⟩ = 16.0073
- HOMO (spin up / spin down) (eV) = -6.0 / -5.9
- total charge = -1
- 2S+1 = 8
- Kohn-Sham gap (spin up / spin down) (eV) = 8.185 / 5.096

***

Below is a single C9H11IN2 molecule in a non-equilibrium geometry, with properties calculated with the ωB97M-V functional and the def2-TZVPD basis.

```
23
Properties=species:S:1:pos:R:3:forces:R:3
C -2.66360 0.45963 -0.42530 1.46 -2.42 0.59
C -2.06064 1.65207 -0.00493 2.13 -1.12 0.71
C -1.83968 -0.70854 -0.35453 -3.47 1.06 -1.22
C -0.66923 1.67192 0.29379 -1.43 2.43 -0.64
C -0.48259 -0.74197 -0.01540 0.75 0.26 0.37
C 0.21541 0.59558 0.14870 -3.87 -1.52 0.56
C 2.43359 -0.08256 0.64078 0.68 -0.92 0.31
C -0.53964 -3.20342 0.04050 0.44 1.04 -0.90
C 1.99302 2.11183 -0.29587 1.52 -1.56 0.78
N 0.04670 -1.90038 0.23348 2.40 0.94 -0.03
N 1.51737 0.80965 0.27317 2.76 1.05 -1.16
I 4.36272 -0.17488 -0.26163 -0.75 -0.07 0.42
H -3.73332 0.35137 -0.64284 0.53 0.19 0.12
H -2.62600 2.46488 0.35840 -0.63 1.03 -0.28
H -2.28928 -1.72742 -0.49755 0.26 1.35 -0.05
H -0.29701 2.72964 0.54019 -0.53 -1.97 -0.09
H 2.16901 -0.96134 1.23475 -0.12 0.40 -0.62
H 0.27181 -3.82252 0.28791 0.69 -1.37 0.81
H -1.32155 -3.24289 0.77221 -0.86 -0.84 0.11
H -0.77014 -3.56529 -0.99293 -0.60 0.91 0.54
H 1.40898 2.87998 0.06932 -0.71 1.55 1.27
H 3.06165 2.24142 -0.07264 -0.64 0.06 -0.02
H 1.81239 2.16325 -1.32958 0.01 -0.48 -1.58
```
Positions in Å, forces in eV/Å.

Calculated values
- HOMO (spin up / spin down) (eV) = -6.6 / -7.2
- Kohn-Sham gap (spin up / spin down) (eV) = 5.848 / 7.130

***

Below is a gas-phase ion, C9H11IN3O (charge +1) in a non-equilibrium geometry, with properties calculated with the ωB97M-V functional and the def2-TZVPD basis.

```
25
Properties=species:S:1:pos:R:3:forces:R:3
C -2.99725 0.94232 0.81440 -1.25 -0.99 2.37
C -2.91007 1.76578 -0.34489 2.33 1.41 -2.47
C -1.94238 0.02968 1.03903 -1.87 -0.40 1.48
C -1.69086 1.76900 -1.03600 -2.05 1.09 1.03
C -0.79617 -0.00189 0.36715 -0.68 -3.09 2.81
C -0.69045 0.90625 -0.66452 1.67 2.18 -3.66
C 1.53722 1.26400 -0.80780 4.78 -2.29 1.40
C 1.01598 -1.67333 -0.20716 0.71 -0.99 0.76
C 2.80302 0.05524 -1.08170 -2.14 4.06 3.39
N 1.71460 2.09694 0.09085 1.02 0.57 -0.40
N 0.13056 -0.99418 0.69321 0.81 -0.21 -1.35
N 2.49650 -1.01276 -0.07289 2.22 -1.50 0.46
O 0.50035 0.84199 -1.43738 -2.69 -0.43 -1.32
I 4.75887 0.81704 -0.72562 -0.59 -0.27 -0.26
H -3.82741 1.12433 1.54940 1.14 -0.48 -0.80
H -3.68198 2.47788 -0.48283 -0.36 0.66 -0.64
H -2.24665 -0.70459 1.76127 0.69 -0.54 0.46
H -1.39836 2.59389 -1.64737 -0.27 0.12 -0.95
H 1.15251 -2.74092 0.13064 0.00 1.21 -0.20
H 0.85576 -1.73204 -1.33283 -0.28 0.69 1.61
H 2.61728 -0.29288 -2.03465 0.04 -1.06 -1.95
H 1.02548 2.82677 0.13932 -0.75 0.14 0.44
H -0.12707 -1.42368 1.57601 0.44 -0.35 -0.44
H 2.80391 -0.81413 0.93913 -1.40 0.74 -1.55
H 3.32202 -1.65656 -0.24558 -1.51 -0.25 -0.24
```
Positions in Å, forces in eV/Å.

Calculated values
- ⟨S²⟩ = 2.0393
- HOMO (spin up / spin down) (eV) = -8.2 / -12.4
- total charge = +1
- 2S+1 = 3
- Kohn-Sham gap (spin up / spin down) (eV) = 4.914 / 6.525

***

Below is a gas-phase ion, C9H11N2O3S (charge +1) in a non-equilibrium geometry, with properties calculated with the ωB97M-V functional and the def2-TZVPD basis.

```
26
Properties=species:S:1:pos:R:3:forces:R:3
C -3.14178 -2.10255 0.05542 2.82 4.42 -0.20
C -3.86864 -0.89044 0.13848 3.17 -1.36 -0.17
C -1.74219 -2.00511 -0.08173 0.50 2.12 0.12
C -3.24226 0.33539 0.13174 -2.96 2.91 -0.14
C -1.09847 -0.70450 -0.13394 -1.32 -2.31 0.13
C -1.89252 0.40825 0.01698 2.22 0.79 -0.60
C 0.38308 -0.67505 -0.23725 -0.12 -0.68 1.00
C 2.87272 1.17229 1.10116 -1.50 -0.60 2.18
C 2.43511 0.90133 -0.29644 -1.16 -1.97 0.46
N 0.95569 0.44349 -0.29280 -0.79 2.37 0.07
N 3.18006 -0.14813 -0.92555 -0.56 -0.46 -2.56
O 0.94480 -1.88220 -0.07567 -0.76 0.75 -0.23
O -1.06700 2.42013 -1.55165 0.06 1.01 -1.88
O -0.67031 2.79847 0.91642 -0.16 -0.64 -1.12
S -0.92161 1.99890 -0.23928 0.60 -2.79 3.04
H -3.65882 -2.95376 0.15121 -1.50 -3.29 0.13
H -4.87647 -0.96836 0.23358 -2.83 0.09 0.24
H -0.95400 -2.74286 -0.10737 -0.89 -0.92 -0.05
H -3.94465 1.28234 0.14381 1.77 -1.91 0.13
H 2.50252 0.34400 1.81884 1.25 1.08 -1.11
H 2.42497 2.07813 1.52202 -0.39 -0.08 -0.36
H 3.91155 1.42300 1.13637 0.85 -0.55 0.11
H 2.26935 1.82438 -0.77389 0.75 1.07 -1.36
H 3.21291 -0.15411 -1.96048 -0.94 0.39 0.78
H 1.87594 -1.73991 0.07841 1.08 -0.04 -0.30
H 4.11003 -0.46313 -0.76841 0.79 0.61 1.69
```
Positions in Å, forces in eV/Å.

Calculated values
- HOMO (eV) = -13.6
- total charge = +1
- Kohn-Sham gap (eV) = 8.524

***

Below is a gas-phase ion, C9H11N2S2 (charge +1) in a non-equilibrium geometry, with properties calculated with the ωB97M-V functional and the def2-TZVPD basis.

```
24
Properties=species:S:1:pos:R:3:forces:R:3
C 0.87892 1.85990 2.62935 -0.63 -2.91 -5.07
N 0.93668 1.13697 1.68629 -0.45 4.84 6.73
C 1.06447 0.27105 0.63841 -0.39 1.01 -2.63
S 1.35115 1.63463 -0.82227 -0.08 -1.38 0.43
C 0.58581 0.70869 -2.17557 2.50 1.65 -1.41
C 2.27697 -0.48735 0.72728 2.16 -1.48 2.14
C 2.25218 -1.84310 0.68882 4.01 1.93 -0.66
C 1.08349 -2.55331 0.65651 -2.28 -2.61 -0.93
C -0.10956 -1.94162 0.53682 0.33 -0.29 -0.22
C -0.18857 -0.50045 0.39639 -2.54 -0.12 -0.15
N -1.26973 0.18340 0.09967 2.94 0.68 0.84
S -2.69336 -0.29888 -0.35935 -2.15 -1.18 -0.02
C -3.59300 1.26220 -0.72655 -0.28 -2.40 -1.36
H 0.51667 2.71667 3.19662 0.55 -0.43 0.21
H -0.43060 0.92530 -2.14140 -1.75 -0.43 -0.18
H 0.95562 -0.27152 -2.41918 -0.25 -0.80 0.88
H 1.01231 1.20947 -3.08813 -0.49 0.21 0.76
H 3.13040 -0.01075 1.26861 -0.41 -0.10 -1.46
H 3.25143 -2.35461 0.58872 -1.23 0.44 0.69
H 1.17124 -3.65776 0.61517 -0.38 0.81 0.31
H -0.98716 -2.56302 0.49377 -0.41 0.22 -0.06
H -2.84958 1.94659 -0.55694 1.65 2.12 -0.08
H -4.45421 1.50280 -0.15496 -0.65 -0.34 0.88
H -3.89159 1.12472 -1.77807 0.24 0.55 0.36
```
Positions in Å, forces in eV/Å.

Calculated values
- SMILES string = C#[N+][C@@]1(SC)C=CC=C/C1=N\SC
- HOMO (eV) = -11.3
- total charge = +1
- Kohn-Sham gap (eV) = 6.286

***

Below is 2 unconnected molecules or ions with the total composition C9H11N3O in a non-equilibrium geometry, with properties calculated with the ωB97M-V functional and the def2-TZVPD basis.

```
24
Properties=species:S:1:pos:R:3:forces:R:3
N -1.66735 -2.24397 -0.49915 0.07 -0.84 0.82
C -1.46414 -1.16659 0.31291 -1.95 -2.84 0.59
O -1.92865 -1.07774 1.42409 0.17 0.60 1.08
C -0.90316 -0.07189 -0.42463 -0.15 1.29 -1.24
N -0.58218 -0.26117 -1.66431 -0.29 1.52 0.73
C -0.49179 1.08296 -2.19919 1.37 0.62 0.14
C -0.93307 2.06322 -1.13144 -1.52 -0.80 -2.32
C -1.12978 1.31824 -0.05771 -0.14 1.44 1.40
H -0.99513 -2.13515 -1.24268 -0.25 -1.12 -0.68
H -1.91029 -3.17498 -0.08334 0.65 1.59 -0.58
H -0.87822 1.20048 -3.18788 -0.70 -0.11 -0.57
H 0.58755 1.22339 -2.35362 0.26 0.19 -0.09
H -1.58385 2.93963 -1.32812 1.54 0.08 0.20
H -1.46371 1.89793 0.81665 -0.11 -1.50 0.13
C 2.14953 0.41006 0.01244 0.56 0.57 -0.77
C 1.48489 -0.30293 0.90469 0.62 -0.04 -0.25
C 1.15442 0.15081 2.28087 -0.03 2.86 0.39
C 1.19366 -1.68488 0.63583 1.20 -0.62 0.86
N 1.17264 -2.83425 0.67365 -0.34 -0.02 -0.42
H 2.56887 0.01787 -0.92717 -0.60 0.09 0.48
H 2.29379 1.46939 0.20692 0.30 -0.16 0.07
H 0.05310 0.15338 2.40169 0.68 -1.07 0.92
H 1.35865 1.26087 2.43971 -0.01 -1.01 -0.90
H 1.91424 -0.23467 2.98980 -1.34 -0.71 0.02
```
Positions in Å, forces in eV/Å.

Calculated values
- SMILES string = NC(=O)C1=NCC=C1.C=C(C)C#N
- HOMO (eV) = -9.7
- Kohn-Sham gap (eV) = 9.381

***

For reference, ΔE to the lowest compared entry with this formula, charge and spin by record: 7.6; 62.5; 79.5; 29.8; 104.4; 62.0 kcal per mole.